Computed, not measured: C12H27BHgN4OTa as an isolated structure at a distorted geometry, with wB97M-V/def2-TZVPD.

Structure (XYZ):
```
47
Properties=species:S:1:pos:R:3:mulliken_spin:R:1
Hg 0.2968 2.8906 -1.9718 0.73
Ta -0.0864 -0.0430 -0.0715 0.03
O -2.9849 -2.1337 -2.4464 0.00
N 1.3007 0.9064 -1.2051 0.12
N 0.5175 -1.7876 0.5955 -0.01
N -1.0401 0.9563 1.3191 0.02
N -1.4253 -0.6719 -1.3268 0.00
C -2.2327 -1.4254 -1.8872 0.00
C 2.1486 1.2379 0.0130 0.03
C 1.1652 0.1601 -3.5237 0.00
C -2.2938 0.5047 1.9790 0.00
C -2.2343 0.9071 3.4566 0.00
C 3.1947 1.3764 -2.7526 0.00
C 0.6414 -2.9318 0.9327 0.00
C -3.4423 1.2195 1.2684 0.00
C -0.6734 2.3556 1.6589 -0.01
C 2.1068 0.3762 -2.3547 -0.01
C 2.7885 -0.9393 -1.9545 0.05
C -2.4603 -0.9992 1.8716 0.00
B 0.6869 -4.3815 1.3100 0.00
H -3.4123 -1.2580 2.3639 0.00
H 3.3054 -1.3360 -2.8451 0.00
H -1.5800 2.9100 1.9284 0.00
H -1.6590 -1.5334 2.4003 0.00
H 1.7375 -0.2648 -4.3678 0.00
H 3.8695 1.6137 -1.9216 0.00
H 2.0648 -1.6912 -1.6063 -0.01
H -0.2554 -4.5645 2.0748 0.00
H 2.1944 2.3309 0.1577 -0.02
H -2.5281 -1.3416 0.8288 0.00
H -1.3086 0.5487 3.9171 0.00
H 0.5701 -5.0178 0.2699 0.00
H 2.7709 2.3073 -3.1478 0.02
H 3.5345 -0.7601 -1.1673 0.00
H 1.7097 0.7783 0.9543 0.01
H -3.3396 2.3085 1.3343 0.00
H -4.3974 0.9317 1.7379 0.00
H 0.0179 2.3819 2.5163 0.00
H 3.8018 0.9331 -3.5599 0.00
H 0.3361 -0.5159 -3.2705 0.00
H -0.2162 2.8725 0.8047 0.02
H 0.7357 1.1115 -3.8817 0.02
H 1.7680 -4.5569 1.8544 0.00
H -2.3138 1.9926 3.5970 0.00
H -3.0854 0.4528 3.9877 0.00
H 3.1757 0.8501 -0.0771 0.00
H -3.4698 0.9391 0.2068 0.00
```

## Properties
Highest occupied orbital energy (alpha / beta) in Eh: -0.595 / -0.595
Total energy in a.u.: -1002.3673
2S+1: 2
Charge: +2
HOMO-LUMO gap (alpha / beta) in eV: 7.54 / 5.81
M in g mol⁻¹: 635.7
F_max in Eh/bohr: 0.0649

=====

Computed, not measured: C12H27CeCl2N2OP2S as an isolated structure at a distorted geometry, with wB97M-V/def2-TZVPD.

Structure (XYZ):
```
48
Properties=species:S:1:pos:R:3:mulliken_charge:R:1
Ce 0.1595 0.0155 -0.1206 0.40
Cl -1.7201 -0.2118 -1.7687 -0.16
Cl -0.8450 0.3782 -5.1495 -0.17
S -1.7840 -0.0543 1.8041 -0.13
P -0.0985 2.6004 -0.4556 0.60
P 0.1523 -2.6132 -0.1235 0.67
O 1.6198 0.5914 -4.3104 -0.48
N -0.4006 -0.4015 4.1393 0.14
N -0.3752 1.6465 3.4636 0.07
C -0.7340 -1.8170 4.2359 -0.66
C 0.3212 0.3316 5.0616 -0.24
C -1.7985 3.0483 0.0335 -1.05
C -1.4984 -3.1748 0.4257 -1.02
C 1.3488 -0.0809 -6.6558 -1.05
C -0.8097 0.3957 3.1326 -0.01
C 1.4192 -3.2661 0.9948 -1.07
C 1.1004 3.4940 0.5624 -1.06
C 0.3299 1.6126 4.6434 -0.48
C 0.1381 2.9728 -2.2157 -0.97
C 0.4346 -3.1918 -1.8253 -1.03
C 0.9291 0.3252 -5.2761 0.75
H 0.9835 3.2388 1.6450 0.30
H -0.3518 -2.3613 3.3698 0.12
H -0.6232 2.4671 2.9157 0.28
H 2.4377 -0.0910 -6.6821 0.31
H -1.8145 -1.9596 4.3049 0.38
H -2.2692 -2.7050 -0.2188 0.34
H 1.1644 2.6836 -2.5328 0.41
H -1.7041 -2.8240 1.4599 0.30
H 0.8976 4.5624 0.3498 0.43
H 0.3390 -4.2939 -1.7636 0.45
H -1.4739 -4.2765 0.3375 0.47
H -2.5134 2.4319 -0.5492 0.33
H 0.7651 2.5074 5.0368 0.50
H -0.3138 -2.7253 -2.5044 0.36
H -0.2468 -2.1569 5.1429 0.28
H 0.9821 -1.0898 -6.8879 0.34
H -0.0617 4.0612 -2.3025 0.48
H -0.5441 2.3522 -2.8385 0.27
H 2.1270 3.1928 0.2524 0.41
H 2.4174 -2.9108 0.6503 0.41
H 0.7503 -0.1577 5.9096 0.47
H -1.9857 2.8106 1.1048 0.35
H -1.8692 4.1280 -0.1964 0.47
H 1.4466 -2.8656 -2.1537 0.41
H 1.2632 -2.8843 2.0314 0.30
H 1.3233 -4.3683 0.9301 0.42
H 0.9852 0.6337 -7.4066 0.34
```

## Properties
ΔE to the lowest compared entry with this formula, charge and spin in kcal/mol: 19.2
Highest occupied orbital energy (alpha / beta) in Eh: -0.659 / -0.659
Total energy in a.u.: -3133.6199
Charge: +3
HOMO-LUMO gap (alpha / beta) in eV: 6.71 / 6.70
M in g mol⁻¹: 520.4
F_max in Eh/bohr: 0.0377

=====

Computed, not measured: C12H27Cl2O5OsP2 as an isolated structure at a distorted geometry, with wB97M-V/def2-TZVPD.

Structure (XYZ):
```
49
Properties=species:S:1:pos:R:3:mulliken_spin:R:1
Os 0.3455 -1.8322 -1.0552 2.11
Cl -1.4862 2.7422 -0.1096 0.00
Cl -1.5674 -2.6641 -0.1165 0.33
P 0.6922 -0.0100 3.5100 0.48
P -0.1060 -0.4510 -2.6056 0.14
O 0.6957 1.7223 0.4588 0.02
O -0.1336 -1.1129 2.6445 0.15
O -0.1681 1.3902 3.1956 0.26
O 3.2684 -1.8592 -0.1473 0.16
O 0.2287 -0.3960 5.0153 0.04
C -1.7886 -1.0077 -3.1196 0.02
C 2.1362 -1.8486 -0.5502 0.03
C 0.1614 2.6312 -0.2008 0.01
C -2.2661 0.0374 4.6379 0.00
C 0.3649 2.6756 3.5602 0.01
C 1.1292 -1.6154 -3.4015 0.08
C -0.6964 3.7223 3.2731 0.01
C 0.8585 3.5596 -1.1354 0.00
C -1.1484 -0.4142 5.5497 0.03
C 0.0757 1.1134 -3.4220 0.03
C 0.7801 -3.1333 3.7969 0.00
C -0.3765 -2.4550 3.1119 0.02
H -2.3114 -0.5385 3.6995 0.00
H -1.9143 -2.0794 -2.9070 0.00
H -1.0729 0.2512 6.4199 0.00
H 0.7466 4.4883 -0.5844 0.00
H 1.6671 -3.1374 3.1544 0.00
H 1.0331 -2.6274 -2.9021 0.01
H 0.6282 2.7021 4.6363 -0.01
H 1.2576 2.9149 2.9504 0.00
H 1.0568 1.5278 -3.1507 0.00
H -1.3460 -1.4340 5.9118 0.00
H -2.1911 1.1116 4.4287 0.01
H -0.7564 1.7445 -3.0766 0.00
H -2.4801 -0.4144 -2.5013 0.00
H -0.6268 -2.9705 2.1766 0.00
H 0.4003 3.5250 -2.1590 0.00
H 0.7374 -1.5912 -4.4357 0.04
H 1.8707 3.1979 -1.1592 0.00
H 0.0093 0.8825 -4.5005 0.00
H 1.0238 -2.6634 4.7581 0.00
H 2.1489 -1.1978 -3.3303 -0.01
H -1.2785 -2.4719 3.7493 0.00
H -3.2086 -0.1310 5.1807 0.01
H -0.2895 4.7044 3.5564 0.00
H -0.9469 3.7383 2.2002 0.00
H -1.8689 -0.7493 -4.1835 0.00
H 0.4826 -4.1690 3.9880 0.00
H -1.6272 3.5532 3.8414 0.00
```

## Properties
ΔE to the lowest compared entry with this formula, charge and spin in kcal/mol: 21.3
Highest occupied orbital energy (alpha / beta) in Eh: -0.702 / -0.701
Total energy in a.u.: -2542.1519
2S+1: 5
Charge: +3
HOMO-LUMO gap (alpha / beta) in eV: 5.88 / 4.40
M in g mol⁻¹: 574.4
F_max in Eh/bohr: 0.2119

=====

Computed, not measured: C12H27ClIO5P2Yb as an isolated structure at a distorted geometry, with wB97M-V/def2-TZVPD.

Structure (XYZ):
```
49
Properties=species:S:1:pos:R:3:mulliken_spin:R:1
Yb -0.6234 0.7406 -0.3526 1.01
I 1.3248 3.1229 -1.2135 0.00
Cl -2.5373 -0.0062 -1.8099 0.00
P 0.0794 0.5343 -3.6052 0.00
P -1.0489 -1.3504 1.9039 0.00
O 0.4065 -0.9294 1.0427 0.00
O -0.7552 -1.1798 3.4763 0.00
O 2.7837 0.2154 -1.5111 0.00
O -1.7027 0.2250 1.5822 0.00
O 1.7811 -2.0756 -2.5619 0.00
C -2.7818 1.3430 3.4587 0.00
C 0.2270 -1.5455 4.4826 0.00
C -1.6993 1.4492 2.4179 0.00
C 0.6136 -2.0125 -2.7518 0.00
C 0.0895 -0.4944 5.5536 0.00
C 1.6161 1.0578 -4.4539 0.00
C 2.1949 0.4067 2.1155 0.00
C -0.5670 -2.7940 -2.4091 0.00
C 1.6599 0.5277 -1.4341 0.00
C -0.6010 -0.4870 -4.9625 0.00
C -0.8650 2.0956 -3.9386 0.00
C 1.8128 -0.9254 1.5276 0.00
H 2.0572 1.2387 1.4007 0.00
H 1.2336 -1.5431 4.0420 0.00
H -1.8959 1.9298 -3.6080 0.00
H 1.9363 -1.7409 2.2453 0.00
H -1.8704 2.3100 1.7446 0.00
H -0.9318 -0.4827 5.9691 0.00
H -0.5403 -3.8122 -2.8339 0.00
H -0.4426 2.9285 -3.3577 0.00
H -0.0200 -2.5356 4.8855 0.00
H -0.7139 -2.8466 -1.2995 0.00
H 2.4100 -1.1680 0.6410 0.00
H 3.2621 0.3552 2.3800 0.00
H -1.4530 -2.2725 -2.8202 0.00
H 2.3305 0.2296 -4.4194 0.00
H 1.6313 0.6192 3.0403 0.00
H -2.7949 2.2542 4.0528 0.00
H 0.3038 0.5039 5.1465 0.00
H -0.5830 0.1012 -5.8905 0.00
H -0.8308 2.3204 -5.0145 0.00
H 0.7771 -0.6876 6.3869 0.00
H 2.0410 1.9278 -3.9407 0.00
H -3.7648 1.2220 2.9846 0.00
H -2.5990 0.4929 4.1262 0.00
H -0.7014 1.5817 2.8515 0.00
H 0.0040 -1.3941 -5.0780 0.00
H -1.6284 -0.7629 -4.6965 0.00
H 1.3760 1.3131 -5.4947 0.00
```

## Properties
Highest occupied orbital energy (alpha / beta) in Eh: -0.539 / -0.539
Total energy in a.u.: -3448.4098
2S+1: 2
Charge: +2
HOMO-LUMO gap (alpha / beta) in eV: 6.07 / 6.07
M in g mol⁻¹: 648.7
F_max in Eh/bohr: 0.1193

=====

Computed, not measured: a single C12H27NO3 molecule, with wB97M-V/def2-TZVPD.

Structure (XYZ):
```
43
Properties=species:S:1:pos:R:3:mulliken_charge:R:1
O 3.2638 -1.7152 -1.2782 -0.65
O 4.0769 -0.4542 1.0072 -0.64
O 1.8405 -2.0681 0.9997 -0.67
N 1.1064 1.1856 -0.6025 -0.04
C 2.4278 -0.6046 -1.4791 -1.14
C -3.6187 0.5871 0.2868 -0.73
C -0.5257 2.9414 -0.1945 -1.15
C -1.6955 2.0287 -0.5618 -0.35
C 0.6635 2.1650 0.3757 -0.80
C 1.1523 -0.8822 0.6829 -0.68
C -2.4367 1.4846 0.6575 -0.47
C 3.2212 0.5892 0.6089 -1.05
C 1.9777 0.1024 -0.1786 1.09
C -3.1833 -0.7741 -0.2530 -0.20
C -5.2320 -2.1121 0.4712 -1.23
C -4.3567 -1.6527 -0.6893 -0.63
H 2.6555 -1.8075 1.4621 0.50
H -5.7305 -1.2698 0.9435 0.33
H 1.4559 2.8785 0.6551 0.33
H -2.5281 -0.6247 -1.1131 0.24
H -4.9680 -1.1042 -1.4097 0.32
H -4.6313 -2.6226 1.2210 0.30
H -0.8449 3.6857 0.5374 0.44
H -3.9595 -2.5344 -1.1983 0.34
H -2.8047 2.3282 1.2475 0.31
H -1.7496 0.9150 1.2846 0.14
H -2.4014 2.5893 -1.1787 0.39
H 0.2588 -1.1741 0.1255 0.18
H 1.5260 -0.8892 -2.0381 0.43
H 3.7648 1.3206 -0.0092 0.40
H 2.9065 1.0870 1.5306 0.40
H -2.6088 -1.2978 0.5150 0.22
H 0.8348 -0.3803 1.6056 0.35
H 1.5175 1.6723 -1.3925 0.34
H -4.2362 1.0922 -0.4599 0.28
H -4.2310 0.4375 1.1777 0.37
H -0.1952 3.4717 -1.0905 0.38
H -1.2997 1.2063 -1.1565 0.17
H 4.3201 -0.9468 0.2039 0.44
H 0.3528 1.6419 1.2791 0.45
H -5.9959 -2.8010 0.1174 0.38
H 2.7798 -2.3314 -0.7005 0.44
H 3.0026 0.0966 -2.0935 0.47
```

## Properties
ΔE to the lowest compared entry with this formula, charge and spin in kcal/mol: 0.3
Highest occupied orbital energy in Eh: -0.329
Structure (SMILES): CCCCCCCCNC(CO)(CO)CO
Total energy in a.u.: -753.8935
HOMO-LUMO gap in eV: 9.73
M in g mol⁻¹: 233.4
F_max in Eh/bohr: 0.0123

=====

Computed, not measured: C12H28AgFN4O4Pt as an isolated structure at a distorted geometry, with wB97M-V/def2-TZVPD.

Structure (XYZ):
```
51
Properties=species:S:1:pos:R:3:mulliken_spin:R:1
Pt -23.7890 -4.6152 3.7913 1.65
Ag -25.3128 -7.0192 1.7181 0.00
F -25.6550 -4.7966 2.6517 0.12
O -24.5435 -2.5616 4.3109 0.09
O -22.9130 -3.8368 1.9103 0.08
O -27.4548 -2.2875 -0.8619 0.00
O -30.0171 -2.6869 2.8832 0.41
N -28.1062 -4.4486 -0.5645 0.00
N -25.3027 -0.5989 3.4121 0.01
N -28.9567 -4.0426 4.2884 0.61
N -23.1576 -4.4148 -0.2350 0.06
C -29.0614 -2.8817 3.6147 -0.12
C -28.5452 -4.6732 -1.9258 0.00
C -25.7331 0.8247 3.7000 0.00
C -25.1493 -1.4841 4.4382 0.00
C -27.5248 -3.2930 -0.1724 -0.01
C -28.5357 -5.4988 0.3388 0.00
C -27.9238 -4.2643 5.2497 0.01
C -24.5292 -4.0181 -0.2546 0.00
C -29.8450 -5.2220 4.0628 -0.01
C -25.2203 -0.9446 1.9830 0.01
C -22.4249 -4.3448 0.8764 -0.01
C -22.4650 -4.6314 -1.5104 0.00
H -28.2364 -2.2263 3.9343 -0.03
H -26.1480 -0.6951 1.4680 0.00
H -29.6060 -5.4915 0.5446 0.00
H -28.1893 -6.5103 0.1270 0.00
H -27.4101 -5.1755 4.9432 0.04
H -24.9736 1.4789 3.2719 0.00
H -29.1275 -5.5529 -2.2001 0.00
H -29.2344 -3.9056 -2.2779 0.00
H -27.2004 -3.3460 0.8784 0.01
H -29.2612 -5.9342 3.4797 0.03
H -26.0946 1.0608 4.7008 0.00
H -21.3889 -4.7774 -1.4168 0.00
H -24.9249 -1.9821 1.8264 0.00
H -22.8903 -5.3785 -2.1806 0.00
H -21.3885 -4.7036 0.7800 0.00
H -24.5308 -0.2463 1.5086 0.00
H -25.3180 -0.9700 5.3970 0.00
H -24.8400 -3.4438 -1.1273 0.00
H -30.7740 -4.9501 3.5617 0.01
H -24.8906 -3.3247 0.5047 0.00
H -27.2742 -3.3891 5.2416 0.00
H -28.1658 -5.3669 1.3556 0.00
H -25.0719 -4.9625 -0.2971 0.00
H -27.7194 -4.6205 -2.6353 0.00
H -22.4032 -3.7602 -2.1626 0.00
H -30.1293 -5.7251 4.9870 0.02
H -28.3585 -4.4311 6.2353 0.03
H -26.6064 1.0327 3.0818 0.00
```

## Properties
Highest occupied orbital energy (alpha / beta) in Eh: -0.625 / -0.625
Total energy in a.u.: -1358.8667
2S+1: 4
Charge: +3
HOMO-LUMO gap (alpha / beta) in eV: 5.13 / 3.81
M in g mol⁻¹: 614.3
F_max in Eh/bohr: 0.0843

=====

Computed, not measured: a 2-piece molecular cluster, C12H28BNO7S overall at a distorted geometry, with wB97M-V/def2-TZVPD.

Structure (XYZ):
```
50
Properties=species:S:1:pos:R:3:mulliken_charge:R:1
S 2.3843 -0.4790 -4.2710 -0.22
O 0.6002 2.9145 -0.3071 -0.31
O 4.5392 -3.4719 -0.7398 -0.58
O -4.7695 -3.3784 0.8068 -0.36
O -3.6233 -2.0143 2.1918 -0.55
O 0.8557 0.6875 -0.7502 -0.21
O 2.4493 -1.3734 -1.7187 -0.27
O -3.0629 -2.3208 0.0222 -0.42
N 2.4664 -4.4787 0.0733 -0.56
C 0.4497 5.2399 0.2879 -0.72
C 1.6742 -0.6052 -2.5802 0.12
C 0.9950 4.6087 2.7067 -0.98
C 2.4247 -2.7695 -1.9825 -0.36
C 1.5454 0.7750 -1.9848 -0.80
C 0.3344 5.6277 1.7594 -0.60
C -1.9332 -1.4494 0.1922 -0.02
C -5.6163 -3.7284 1.9049 -0.64
C -0.3169 3.9645 -0.0374 -0.59
C -3.7963 -2.5210 1.1142 0.74
C -0.7784 -2.1519 0.8722 -0.95
C -0.0541 1.7063 -0.5517 -0.53
B 3.1685 -3.5922 -0.8379 0.47
H -6.0230 -2.8387 2.3796 0.30
H 2.6005 -5.4627 -0.1268 0.27
H -2.2326 -0.5553 0.7381 0.33
H -1.6408 -1.1527 -0.8133 0.15
H 1.0071 1.4076 -2.6906 0.51
H 3.5468 0.0408 -3.8736 0.14
H 1.4684 -4.3089 0.0538 0.20
H -6.4196 -4.3247 1.4835 0.22
H 0.7778 6.6105 1.9134 0.36
H 1.4930 3.8206 2.1476 0.27
H 2.9457 -2.9922 -2.9192 0.21
H -0.7224 5.7433 2.0028 0.36
H 1.7013 5.0972 3.3706 0.32
H 0.6916 -1.0647 -2.7242 0.15
H 0.2507 4.1229 3.3348 0.25
H 4.9885 -4.3154 -0.7730 0.29
H -0.5175 -3.0595 0.3245 0.14
H -0.7116 1.8004 -1.4323 0.52
H -0.6821 1.4247 0.3000 0.31
H 1.3884 -3.1139 -2.0685 0.23
H -1.0373 -2.4350 1.8913 0.38
H 1.4960 5.1298 0.0115 0.31
H 0.0357 6.0558 -0.3050 0.32
H -5.0644 -4.3160 2.6364 0.30
H -0.9701 4.1110 -0.9020 0.41
H 0.0916 -1.4951 0.9011 0.38
H 2.5404 1.2001 -1.8492 0.34
H -0.9380 3.6801 0.8183 0.38
```

## Properties
Highest occupied orbital energy in Eh: -0.344
Structure (SMILES): CCCCOCOC[C@@H](S)OCB(N)O.CCOC(=O)OC
Total energy in a.u.: -1478.5471
HOMO-LUMO gap in eV: 9.75
M in g mol⁻¹: 341.2
F_max in Eh/bohr: 0.0205

=====

Computed, not measured: a 2-piece molecular cluster, C12H28BrF3IO6SSi3 overall, with wB97M-V/def2-TZVPD.

Structure (XYZ):
```
55
Properties=species:S:1:pos:R:3:mulliken_charge:R:1
I -3.4895 -2.5253 -1.2985 -0.27
Br -4.2951 1.2838 0.1332 -0.16
S -0.6863 3.7511 -1.2850 1.21
Si -1.4856 -1.6385 -0.1665 0.21
Si 1.7260 -0.7095 2.8674 0.71
Si 1.2127 -1.2134 -1.4450 0.53
F 0.2876 3.4646 -3.7440 -0.25
F -1.3573 4.8630 -3.6069 -0.26
F -1.7346 2.7346 -3.5072 -0.23
O 0.2662 -1.0942 2.1605 -0.16
O -1.2169 -1.2380 -4.2318 -0.58
O -0.2539 -1.9492 -1.2179 -0.04
O 0.2620 4.8242 -1.0895 -0.69
O -0.1710 2.4189 -1.0085 -0.63
O -2.0357 4.0000 -0.8279 -0.69
C -2.7420 0.6369 1.1174 0.28
C -0.4558 -2.2757 2.5012 -0.52
C -1.3609 -2.7502 1.3483 -0.90
C -2.2177 1.7741 1.9908 -1.00
C -0.4861 -0.0402 -3.9852 0.36
C 1.4916 -0.5274 4.7163 -1.25
C -0.8845 3.7035 -3.1208 0.56
C 1.0280 -0.1930 -4.1179 -0.74
C 1.6582 -1.3083 -3.2557 -0.92
C 3.0013 -2.0597 2.5801 -1.20
C 2.2586 0.9137 2.1185 -0.79
C -1.6625 0.1775 0.1221 0.26
H -0.6960 0.5308 0.4903 -0.80
H -1.8146 0.6863 -0.8370 0.43
H 2.3516 1.6944 2.8811 0.33
H 3.6414 -2.1526 3.4661 0.38
H -1.0254 -3.7246 0.9712 0.39
H 3.6380 -1.7985 1.7295 0.30
H 1.2871 -1.4855 5.2086 0.29
H -2.3883 -2.8996 1.6990 0.38
H -1.0616 -2.0626 3.3911 0.27
H -1.5216 1.3596 2.7317 0.13
H 1.4037 -2.3055 -3.6430 0.45
H -0.7468 0.3647 -2.9947 -0.54
H 2.5688 -3.0456 2.3770 0.32
H 2.4221 -0.1315 5.1436 0.36
H -0.8338 0.6924 -4.7176 0.42
H 1.4685 0.7687 -3.8291 0.32
H -1.6869 2.5042 1.3727 0.14
H 3.2159 0.8283 1.5950 0.34
H -0.6636 -1.9920 -4.0080 0.38
H 2.2301 -1.9300 -0.6276 -0.31
H -3.0306 2.2933 2.5031 0.45
H 1.5172 1.2633 1.3927 0.02
H -3.0922 -0.1836 1.7522 0.30
H 1.1940 0.2028 -1.0326 -0.04
H 0.2508 -3.0707 2.7777 0.38
H 1.2796 -0.3536 -5.1745 0.34
H 0.6823 0.1695 4.9586 0.32
H 2.7534 -1.2456 -3.3246 0.42
```

## Properties
ΔE to the lowest compared entry with this formula, charge and spin in kcal/mol: 0.0
Highest occupied orbital energy in Eh: -0.229
Total energy in a.u.: -5363.7893
Charge: -1
HOMO-LUMO gap in eV: 8.56
M in g mol⁻¹: 648.5
F_max in Eh/bohr: 0.0115